(1)
The following is a DFT calculation (ωB97M-V/def2-TZVPD) of a cluster of 13 separate species, C27H80N4O13 in total at a distorted geometry.

Output
Frontier orbital gap: 9.238 eV
LUMO: 0.22 eV
Electronic energy: -61863.157 eV
Energy relative to the best compared isomer or geometry (same formula, charge and spin): 978.40 kJ/mol
Largest force on an atom: 11.00 eV Å⁻¹

```
! RIJCOSX wB97M-V def2-TZVPD def2/J DEFGRID3
* xyz 0 1
C 4.173 -0.605 -0.130
O 5.442 -0.709 -0.793
H 4.291 -1.021 0.843
H 3.408 -1.173 -0.681
H 3.849 0.422 -0.126
H 5.868 -1.554 -0.510
C 2.279 0.634 -2.841
O 1.215 -0.214 -2.568
H 2.257 1.401 -2.064
H 2.279 1.038 -3.803
H 3.127 -0.017 -2.639
H 0.407 0.294 -2.826
C 3.320 2.135 1.932
O 2.140 2.410 2.447
H 3.425 1.029 2.068
H 3.995 2.628 2.578
H 3.233 2.491 0.922
H 1.462 1.943 1.945
C 0.608 0.391 0.296
O 0.133 0.805 1.548
H 0.538 1.266 -0.327
H 0.040 -0.459 -0.089
H 1.713 0.050 0.508
H -0.447 1.550 1.415
C -2.227 2.893 2.843
O -1.297 3.170 1.813
N -1.984 2.063 3.826
N -3.327 3.548 2.940
H -1.186 1.342 3.782
H -2.583 1.936 4.659
H -3.592 4.050 2.100
H -4.133 3.259 3.498
C 2.633 -3.400 -2.639
O 3.728 -2.543 -2.700
N 2.744 -4.676 -2.738
N 1.406 -2.971 -2.424
H 3.684 -5.007 -2.542
H 2.020 -5.302 -2.993
H 1.371 -1.982 -2.304
H 0.593 -3.494 -2.595
C 0.475 0.708 5.171
C 0.138 -0.591 4.453
C 0.408 -1.805 5.348
O -1.050 -0.620 4.059
H 1.378 0.641 5.725
H -0.196 0.957 6.055
H 0.656 1.585 4.502
H 0.784 -0.705 3.607
H -0.296 -1.962 6.212
H 1.409 -1.903 5.637
H 0.251 -2.680 4.677
H -1.334 -1.418 3.615
C -0.629 1.601 -4.506
C -0.409 2.506 -3.297
C -1.029 3.904 -3.652
O -0.844 2.077 -2.221
H -0.482 2.036 -5.426
H -1.650 1.242 -4.405
H -0.004 0.717 -4.497
H 0.692 2.528 -3.123
H -1.990 3.706 -4.146
H -0.421 4.298 -4.412
H -1.045 4.568 -2.773
H -1.127 2.878 -1.766
C 3.842 -3.762 0.629
C 2.339 -3.906 0.981
C 1.776 -2.557 1.372
O 1.672 -4.387 0.055
H 4.318 -3.103 1.387
H 4.017 -3.229 -0.310
H 4.313 -4.702 0.584
H 2.285 -4.553 1.826
H 0.861 -2.476 1.908
H 1.629 -1.904 0.545
H 2.367 -2.016 2.070
H 1.635 -3.715 -0.610
C 1.730 5.431 -2.500
C 1.996 5.149 -1.021
C 1.348 3.906 -0.555
O 3.166 5.162 -0.650
H 0.783 5.888 -2.512
H 1.782 4.466 -3.050
H 2.445 6.204 -2.899
H 1.511 6.002 -0.562
H 1.966 3.118 -0.793
H 0.351 3.767 -1.029
H 1.044 3.926 0.512
H 3.187 5.362 0.251
C -1.767 -1.325 -2.584
C -3.102 -1.813 -3.008
C -3.525 -1.003 -4.190
O -3.248 -3.025 -3.221
H -1.396 -1.552 -1.592
H -1.727 -0.204 -2.568
H -1.109 -1.525 -3.351
H -3.732 -1.478 -2.237
H -3.490 0.036 -4.134
H -4.583 -1.213 -4.301
H -2.939 -1.191 -5.102
H -2.607 -3.441 -2.638
C -1.741 -2.614 0.663
C -2.220 -3.268 1.940
C -2.153 -4.783 1.923
O -1.601 -2.936 2.990
H -2.331 -2.869 -0.177
H -0.760 -2.918 0.311
H -1.693 -1.535 0.846
H -3.269 -2.958 1.948
H -2.271 -5.059 0.913
H -2.866 -5.205 2.633
H -1.105 -5.133 2.216
H -0.986 -3.607 3.245
C -4.011 0.034 1.685
C -4.231 1.140 0.667
C -3.085 1.306 -0.252
O -5.377 1.104 0.152
H -4.012 -0.936 1.272
H -4.754 -0.134 2.445
H -3.032 0.113 2.214
H -4.298 2.124 1.131
H -3.034 2.206 -0.860
H -2.943 0.437 -0.861
H -2.155 1.402 0.251
H -5.496 1.864 -0.466
*
```

=====

(2)
The following is a DFT calculation (ωB97M-V/def2-TZVPD) of a cluster of 5 separate species, C25H20F40O5 in total at a distorted geometry.

Output
Frontier orbital gap: 12.451 eV
LUMO: 0.43 eV
Electronic energy: -145188.258 eV
Energy relative to the best compared isomer or geometry (same formula, charge and spin): 0.00 kJ/mol
Structure (SMILES): FC(F)C(F)(F)COC(F)(F)C(F)F.FC(F)C(F)(F)COC(F)(F)C(F)F.FC(F)C(F)(F)COC(F)(F)C(F)F.FC(F)C(F)(F)COC(F)(F)C(F)F.FC(F)C(F)(F)COC(F)(F)C(F)F
Largest force on an atom: 1.68 eV Å⁻¹

```
! RIJCOSX wB97M-V def2-TZVPD def2/J DEFGRID3
* xyz 0 1
F 4.415 -0.449 0.432
C 5.589 -1.138 0.475
F 6.591 -0.275 0.225
C 5.691 -1.765 1.862
F 5.718 -0.793 2.814
F 6.861 -2.439 1.932
C 4.517 -2.650 2.172
O 4.399 -3.619 1.134
C 3.842 -4.793 1.492
F 4.679 -5.522 2.260
F 2.709 -4.590 2.229
C 3.498 -5.590 0.239
F 2.977 -6.777 0.582
F 2.606 -4.916 -0.515
H 5.616 -1.908 -0.299
H 3.593 -2.078 2.261
H 4.652 -3.098 3.160
H 4.413 -5.735 -0.348
F -8.855 -3.287 -4.194
C -7.648 -3.367 -3.581
F -6.918 -4.320 -4.199
C -6.933 -2.028 -3.715
F -7.712 -1.084 -3.111
F -6.816 -1.650 -5.009
C -5.549 -1.993 -3.092
O -5.643 -2.606 -1.818
C -4.529 -2.531 -1.038
F -3.465 -3.022 -1.704
F -4.246 -1.244 -0.750
C -4.863 -3.346 0.203
F -3.885 -3.224 1.126
F -6.024 -2.934 0.735
H -7.789 -3.634 -2.535
H -5.264 -0.945 -2.989
H -4.858 -2.506 -3.763
H -4.957 -4.403 -0.064
F -0.134 1.785 3.635
C -0.211 1.260 2.396
F -0.832 2.141 1.564
C 1.173 0.925 1.839
F 1.604 -0.200 2.453
F 2.052 1.913 2.144
C 1.158 0.770 0.332
O 0.200 -0.204 -0.025
C 0.613 -1.299 -0.685
F 1.261 -1.021 -1.827
F 1.479 -2.017 0.096
C -0.638 -2.122 -0.971
F -0.370 -3.317 -1.538
F -1.355 -2.287 0.149
H -0.840 0.368 2.451
H 2.165 0.438 0.060
H 0.967 1.721 -0.159
H -1.240 -1.575 -1.708
F 7.155 2.667 -0.661
C 7.252 3.574 0.360
F 7.199 4.810 -0.157
C 6.087 3.343 1.304
F 6.039 4.324 2.231
F 6.356 2.202 2.010
C 4.746 3.102 0.655
O 4.156 4.325 0.188
C 3.704 4.340 -1.085
F 4.744 4.340 -1.948
F 2.927 3.264 -1.345
C 2.907 5.635 -1.244
F 2.683 5.886 -2.551
F 1.721 5.501 -0.610
H 8.210 3.363 0.838
H 4.049 2.655 1.357
H 4.839 2.442 -0.208
H 3.429 6.483 -0.799
F -6.033 2.606 2.606
C -4.942 1.825 2.802
F -5.057 1.184 3.987
C -4.782 0.817 1.674
F -5.718 -0.157 1.757
F -3.562 0.240 1.828
C -4.894 1.433 0.296
O -3.828 2.360 0.154
C -3.321 2.473 -1.096
F -2.793 1.275 -1.485
F -4.256 2.794 -2.003
C -2.173 3.465 -1.026
F -1.736 3.771 -2.281
F -2.506 4.595 -0.384
H -4.066 2.477 2.854
H -5.851 1.935 0.155
H -4.849 0.623 -0.434
H -1.301 3.013 -0.552
*
```

=====

(3)
The following is a DFT calculation (ωB97M-V/def2-TZVPD) of a structure of composition C15H40Li5N4O8 at a distorted geometry.

Output
Frontier orbital gap: 3.519 eV
LUMO: -14.16 eV
Electronic energy: -39526.277 eV
⟨S²⟩: 0.756
Largest force on an atom: 8.38 eV Å⁻¹

```
! RIJCOSX wB97M-V def2-TZVPD def2/J DEFGRID3
* xyz 4 2
Li -1.544 -2.054 1.607
Li 3.572 -2.660 1.354
Li 0.952 -3.633 1.523
Li 0.286 -4.132 -1.106
Li 3.400 -3.294 -2.213
O -0.340 -2.419 0.039
C 0.442 -1.447 -0.578
C 2.026 -1.144 -0.195
O 3.014 -2.145 -0.593
H -0.024 -0.463 -0.523
H 0.290 -1.655 -1.637
H 2.137 -0.982 0.877
H 2.406 -0.181 -0.534
C -3.152 -1.716 -2.597
O -4.068 -1.511 -3.381
N -3.152 -2.301 -1.427
N -1.982 -1.361 -2.923
H -3.979 -2.881 -1.408
H -2.289 -2.641 -1.029
H -1.821 -1.219 -3.910
H -1.145 -1.607 -2.413
C 3.064 6.731 -2.160
O 3.377 5.448 -1.648
C 2.394 4.908 -0.796
C 1.222 4.247 -1.594
N 1.634 3.429 -2.692
C 2.144 2.098 -2.185
C 2.853 1.185 -3.277
O 3.906 2.017 -3.759
C 5.081 1.254 -3.968
H 3.867 7.358 -1.774
H 2.158 7.292 -1.927
H 3.158 6.731 -3.246
H 2.056 5.687 -0.112
H 2.780 4.154 -0.109
H 0.551 5.075 -1.822
H 0.592 3.592 -0.992
H 2.520 3.813 -2.988
H 1.325 1.587 -1.678
H 3.019 2.202 -1.544
H 2.193 0.770 -4.039
H 3.228 0.335 -2.707
H 5.788 2.016 -4.297
H 4.963 0.488 -4.735
H 5.425 0.854 -3.014
C -0.556 0.574 3.076
O -1.411 -0.148 2.154
C -2.710 0.421 2.059
C -3.575 -0.753 1.590
N -3.520 -2.077 2.251
C -3.563 -2.044 3.714
C -3.878 -3.398 4.370
O -5.197 -3.743 3.900
C -5.749 -4.865 4.603
H -0.406 1.629 2.845
H 0.412 0.098 2.919
H -0.743 0.544 4.149
H -2.656 1.184 1.282
H -3.155 0.742 3.001
H -3.451 -0.833 0.510
H -4.548 -0.293 1.760
H -4.383 -2.583 2.112
H -4.322 -1.343 4.063
H -2.630 -1.596 4.057
H -3.787 -3.269 5.449
H -3.193 -4.130 3.943
H -6.149 -4.507 5.552
H -5.166 -5.735 4.905
H -6.528 -5.216 3.927
O 5.899 -0.149 -0.080
H 5.255 -0.680 -0.548
H 5.384 0.343 0.560
*
```

=====

(4)
The following is a DFT calculation (ωB97M-V/def2-TZVPD) of a structure of composition C5H20O11PV at a distorted geometry.

Output
Frontier orbital gap: 4.992 eV
LUMO: 4.60 eV
Electronic energy: -63010.130 eV
Energy relative to the best compared isomer or geometry (same formula, charge and spin): 181.88 kJ/mol
Largest force on an atom: 5.22 eV Å⁻¹

```
! RIJCOSX wB97M-V def2-TZVPD def2/J DEFGRID3
* xyz -2 1
O -21.802 -24.311 28.076
V -20.808 -23.410 27.148
O -19.391 -24.075 27.197
P -22.247 -22.615 24.923
O -21.698 -24.002 25.340
O -23.641 -23.104 24.438
O -21.301 -21.983 23.878
O -22.096 -22.012 26.363
C -25.229 -21.816 28.170
O -24.489 -22.858 27.648
H -26.094 -22.159 28.737
H -24.609 -21.167 28.789
H -25.553 -21.162 27.361
H -23.714 -22.456 27.249
C -19.312 -20.300 25.924
O -19.281 -21.687 25.638
H -20.302 -19.924 25.668
H -19.235 -20.219 27.009
H -18.625 -19.681 25.348
H -19.985 -21.801 24.997
C -21.165 -21.468 29.530
O -20.064 -22.046 28.891
H -21.588 -22.127 30.289
H -20.901 -20.516 29.988
H -22.022 -21.281 28.882
H -19.277 -21.664 29.285
C -20.951 -27.258 25.763
O -22.184 -27.187 25.075
H -21.161 -27.273 26.832
H -20.394 -28.170 25.549
H -20.411 -26.332 25.566
H -22.697 -27.952 25.345
C -20.310 -25.161 31.547
O -21.103 -26.186 32.057
H -19.271 -25.484 31.617
H -20.483 -24.906 30.501
H -20.532 -24.223 32.056
H -21.241 -26.695 31.255
*
```

=====

(5)
The following is a DFT calculation (ωB97M-V/def2-TZVPD) of a cluster of 4 separate species, C35H60F7IN2O11S2 in total at a distorted geometry.

Output
Frontier orbital gap: 6.470 eV
LUMO: -2.51 eV
Electronic energy: -111538.888 eV
Energy relative to the best compared isomer or geometry (same formula, charge and spin): 1665.23 kJ/mol
Structure (SMILES): CCCCCCCCc1c(I)c(S(=O)(=O)C(F)(F)C(F)(F)C(F)(F)F)cc2nsnc12.COCCOCCOC.COCCOCCOC.COCCOCCOC
Largest force on an atom: 9.52 eV Å⁻¹

```
! RIJCOSX wB97M-V def2-TZVPD def2/J DEFGRID3
* xyz 0 1
C -0.969 2.110 1.038
C -0.894 0.469 1.194
C -2.404 -0.124 1.433
C -3.232 0.557 2.673
C -2.314 0.939 3.986
C -2.067 -0.384 4.921
C -0.455 -0.659 5.271
C -0.434 -1.903 6.338
C 0.612 -3.113 5.978
C 0.640 -3.952 4.538
I -0.732 -3.461 2.902
C 1.727 -5.169 4.317
S 1.948 -6.192 2.764
O 2.136 -5.228 1.548
O 3.312 -6.976 2.880
C 0.532 -7.353 2.368
F -0.496 -6.629 1.557
F 1.099 -8.398 1.435
C -0.076 -8.175 3.649
F -0.303 -9.588 3.164
F 0.903 -8.324 4.790
C -1.552 -7.648 4.165
F -1.925 -8.558 5.311
F -2.643 -7.857 3.147
F -1.521 -6.279 4.729
C 2.771 -5.518 5.576
C 2.793 -4.725 7.011
N 3.697 -4.942 8.208
S 3.153 -3.751 9.377
N 1.864 -2.852 8.562
C 1.706 -3.509 7.179
H -0.268 2.495 0.162
H -0.612 2.659 2.022
H -2.097 2.428 0.853
H -0.484 0.027 0.192
H -0.194 0.109 2.070
H -2.456 -1.301 1.548
H -3.018 0.118 0.439
H -3.771 1.524 2.228
H -4.128 -0.186 2.936
H -1.327 1.520 3.742
H -2.978 1.688 4.637
H -2.565 -0.173 5.985
H -2.581 -1.372 4.514
H -0.032 0.324 5.800
H 0.145 -0.840 4.281
H -0.128 -1.439 7.392
H -1.515 -2.340 6.458
H 3.584 -6.379 5.439
C -1.150 -2.609 -5.525
O -0.034 -1.811 -5.146
C -0.387 -0.593 -4.501
C 0.363 -0.402 -3.176
O 0.073 -1.340 -2.135
C 0.456 -2.702 -2.355
C 1.962 -2.972 -2.503
O 2.478 -2.402 -3.704
C 3.675 -1.661 -3.525
H -1.462 -2.348 -6.538
H -0.830 -3.656 -5.515
H -1.987 -2.509 -4.827
H -1.463 -0.528 -4.317
H -0.116 0.220 -5.180
H 0.065 0.576 -2.775
H 1.439 -0.326 -3.330
H -0.106 -3.123 -3.184
H 0.116 -3.246 -1.466
H 2.123 -4.050 -2.565
H 2.486 -2.587 -1.616
H 3.711 -1.158 -2.554
H 3.716 -0.893 -4.302
H 4.537 -2.324 -3.638
C 1.693 0.364 -7.984
O 2.476 1.502 -7.637
C 3.009 1.456 -6.319
C 4.521 1.721 -6.298
O 5.350 0.752 -6.947
C 5.219 0.622 -8.367
C 5.598 1.856 -9.202
O 4.681 2.929 -8.994
C 5.303 4.180 -8.750
H 0.648 0.545 -7.726
H 1.768 0.225 -9.068
H 2.056 -0.550 -7.505
H 2.806 0.498 -5.832
H 2.506 2.236 -5.742
H 4.835 1.711 -5.245
H 4.759 2.723 -6.653
H 4.226 0.260 -8.622
H 5.906 -0.184 -8.649
H 5.548 1.593 -10.261
H 6.629 2.151 -8.960
H 6.246 4.078 -8.205
H 4.625 4.780 -8.137
H 5.471 4.698 -9.699
C -3.730 8.350 1.487
O -4.631 7.469 2.150
C -5.020 6.346 1.368
C -4.827 5.023 2.123
O -3.481 4.660 2.446
C -2.784 5.493 3.380
C -3.361 5.554 4.803
O -4.627 6.211 4.825
C -5.625 5.518 5.557
H -4.293 9.118 0.952
H -3.114 8.836 2.251
H -3.059 7.820 0.805
H -4.475 6.302 0.422
H -6.081 6.468 1.137
H -5.192 4.221 1.466
H -5.458 4.969 3.010
H -2.643 6.489 2.965
H -1.778 5.064 3.455
H -2.686 6.138 5.433
H -3.427 4.534 5.208
H -5.509 4.431 5.492
H -6.597 5.778 5.131
H -5.601 5.838 6.603
*
```

=====

(6)
The following is a DFT calculation (ωB97M-V/def2-TZVPD) of an isolated molecule of C7H15NO at a distorted geometry.

Output
Frontier orbital gap: 10.832 eV
LUMO: 0.97 eV
Electronic energy: -11039.284 eV
Energy relative to the best compared isomer or geometry (same formula, charge and spin): 134.18 kJ/mol
Structure (SMILES): [H]/N=C(\C[C@H](C)O)C(C)C
Largest force on an atom: 3.11 eV Å⁻¹

```
! RIJCOSX wB97M-V def2-TZVPD def2/J DEFGRID3
* xyz 0 1
H 1.326 -1.803 1.158
N 1.431 -0.819 0.917
C 0.304 -0.207 0.785
C -0.909 -0.896 0.320
C -0.678 -1.069 -1.338
C -1.813 -1.921 -1.882
O 0.540 -1.651 -1.596
C 0.330 1.302 0.682
C 1.504 1.800 -0.166
C 0.417 1.865 2.106
H -1.828 -0.337 0.481
H -0.980 -1.914 0.704
H -0.731 -0.041 -1.736
H -1.715 -1.996 -2.963
H -2.779 -1.479 -1.645
H -1.763 -2.920 -1.455
H 1.242 -1.330 -0.856
H -0.606 1.641 0.225
H 1.512 2.890 -0.191
H 2.441 1.458 0.268
H 1.447 1.411 -1.182
H -0.449 1.568 2.696
H 0.437 2.953 2.078
H 1.318 1.495 2.590
*
```